Density functional theory data (ωB97M-V with the def2-TZVPD basis set) for a structure of composition C27H62AsMnNO7P3Si2 at a distorted geometry.

```
104
Properties=species:S:1:pos:R:3:forces:R:3
P 0.937 1.289 3.477 -0.025 0.595 0.856
H -3.612 6.066 -2.946 -0.213 -0.216 -0.121
C -4.355 3.952 -0.779 0.686 -0.123 -0.095
H 3.241 -3.975 1.017 -0.031 0.034 0.057
H 3.453 -2.648 -3.039 -0.081 0.000 -0.044
H -0.182 5.517 -3.406 -0.169 0.003 -0.185
C -0.425 -2.592 1.929 0.332 0.034 -0.537
C -1.215 -4.099 -3.611 0.322 0.078 0.001
H -1.495 -4.984 4.170 0.066 0.066 0.048
O 1.436 0.046 4.145 0.108 -0.121 0.092
H 1.478 6.080 -3.289 0.141 0.190 0.141
H 2.051 -2.051 0.855 -0.089 -0.106 -0.116
H -0.784 7.388 -0.746 -0.254 0.099 -0.044
H -0.673 -6.001 -2.726 0.105 0.041 0.049
H 3.462 -1.736 -0.820 -0.013 0.053 0.022
C -0.804 -4.009 2.367 0.263 -0.115 0.146
C -2.799 0.869 -0.018 1.011 0.594 0.797
H -3.117 -0.165 0.162 0.169 -0.119 0.079
H 0.428 -4.660 -2.386 0.020 -0.098 -0.063
H 0.075 -4.658 2.372 -0.098 -0.043 -0.099
H 4.456 -4.052 -1.258 0.111 -0.035 -0.016
C -1.403 -3.968 3.773 -0.093 -0.169 -0.078
C 3.528 -4.369 -1.741 -0.255 -0.133 -0.200
H -0.070 -2.352 -3.062 0.122 0.048 -0.091
H -3.203 -2.692 1.718 -0.089 0.028 -0.019
H 2.508 3.840 3.703 -0.051 -0.012 -0.021
C 2.577 3.454 2.684 0.053 0.215 -0.053
C -1.435 -3.196 -0.804 0.281 0.222 0.411
H -1.148 -1.138 3.346 0.025 0.030 -0.074
H 0.519 -2.313 2.417 -0.043 -0.073 -0.040
H -3.132 1.107 -1.034 0.205 0.086 -0.122
C 2.488 1.951 2.670 -0.995 -0.346 -0.826
C 2.320 -4.126 0.446 -0.210 -0.155 0.034
O 3.276 -0.206 1.338 0.173 -0.185 0.155
O -0.279 1.313 2.624 -0.010 0.014 -1.114
C 2.818 -3.140 -2.296 0.201 0.047 0.144
H 0.331 7.243 0.591 0.023 -0.083 0.188
H -3.383 2.817 -3.582 -0.289 0.025 0.002
H -1.484 -2.001 -4.060 0.069 0.075 0.007
H 3.783 -5.062 -2.549 0.076 0.013 0.036
H -3.568 -1.456 2.905 -0.044 -0.022 -0.087
H -5.099 4.617 -1.212 0.035 0.174 -0.202
H -1.540 -4.451 1.693 -0.015 -0.075 -0.094
H 2.831 4.162 -0.820 0.072 -0.250 -0.120
H 1.923 -1.312 -1.544 0.150 0.085 0.019
C 2.646 -5.066 -0.711 0.198 0.065 0.120
H -1.915 6.403 -2.686 0.207 0.145 -0.122
O 4.015 2.021 0.468 -0.184 -0.574 0.288
C 2.471 5.145 -0.535 -0.644 -0.277 0.144
C -2.776 -3.287 3.753 -0.008 0.011 -0.042
H -1.586 -0.771 1.687 -0.025 -0.120 0.295
H 1.727 -5.415 -1.183 -0.008 -0.073 -0.040
H 3.161 -5.948 -0.318 -0.091 -0.009 0.003
Si -2.603 4.210 -1.552 -0.999 0.085 -0.798
Si 0.604 5.290 -1.008 0.940 0.855 -0.428
H -2.970 -2.579 -2.170 -0.026 -0.019 0.025
H -4.704 2.933 -0.903 -0.006 -0.254 0.015
H 4.100 0.728 2.774 0.074 -0.038 0.557
H 2.639 5.275 0.528 0.034 -0.002 0.267
H -2.266 -4.366 -3.756 -0.038 -0.010 -0.079
H -3.401 1.502 0.655 0.000 -0.119 -0.120
H -1.864 2.255 -2.886 -0.019 -0.071 -0.076
H -1.840 -1.298 -1.704 -0.175 -0.080 -0.041
C -1.325 -4.677 -1.158 0.216 -0.067 0.053
C -2.848 -2.232 2.643 0.046 0.043 0.079
C -2.440 3.142 -3.154 0.121 0.106 0.700
H -2.963 -2.822 4.723 -0.052 -0.005 0.025
H 1.741 3.859 2.108 0.047 0.035 0.029
H -0.682 -4.304 -4.544 -0.068 -0.029 -0.025
H -1.888 3.674 -3.925 0.143 0.150 -0.072
C -1.487 -1.590 2.410 -0.223 0.416 -0.289
H -3.559 -4.034 3.595 -0.013 -0.009 0.076
C 0.776 5.328 -2.935 -0.383 -0.208 0.646
H 1.119 4.357 -3.280 0.057 -0.212 -0.042
H -2.342 -5.083 -1.221 0.045 -0.029 0.073
As -0.854 3.711 -0.089 -0.009 1.147 -0.024
H -4.312 4.153 0.287 0.009 0.027 0.215
H 3.702 2.680 -0.152 -0.071 0.355 -0.239
N 3.556 1.286 3.464 0.343 -0.613 0.266
O 1.618 1.343 0.031 -0.811 0.350 0.386
H 4.113 1.909 4.045 -0.128 -0.077 -0.123
H -2.200 -3.098 -0.022 0.125 0.012 -0.041
C -1.112 -2.623 -3.244 -0.361 -0.089 -0.050
O 0.704 2.399 4.665 0.246 -0.602 -0.250
H 3.088 5.876 -1.051 -0.095 0.219 -0.216
P -0.030 -2.319 0.105 -0.022 -1.439 1.142
H -0.721 -3.419 4.425 0.057 -0.014 0.046
C -1.915 -2.353 -1.981 0.161 0.394 -0.026
H -0.018 2.967 4.398 -0.378 0.342 -0.084
C 0.235 7.123 -0.485 -0.193 -0.850 -0.093
C -2.811 6.021 -2.214 0.525 -0.526 0.474
P 2.732 1.133 0.986 0.765 0.602 -0.177
H -0.800 -5.215 -0.364 -0.095 -0.124 0.054
C 2.516 -2.154 -1.176 -0.125 0.160 -0.238
Mn -0.584 1.332 0.467 -0.734 -1.358 -0.958
H -3.065 6.696 -1.404 -0.077 0.150 0.227
C -0.620 -4.934 -2.485 -0.218 -0.066 -0.065
H 0.899 7.839 -0.961 0.229 0.003 -0.207
H 1.901 -3.440 -2.804 -0.016 -0.019 -0.102
H 1.603 -4.611 1.109 0.139 -0.016 0.125
H 2.943 0.580 4.016 0.531 -0.027 0.042
C 1.801 -2.747 0.037 -0.605 0.272 0.015
H 3.510 3.797 2.233 -0.038 -0.001 -0.067
O -0.136 -0.883 -0.225 -0.073 1.712 -0.074
```
Positions in Å, forces in eV/Å.

As for the gap between HOMO and LUMO (alpha / beta): 6.1 / 6.3 eV. Its total charge is -1. As for the spin multiplicity: 2. The calculation puts the HOMO energy (alpha / beta) at -3.65 / -3.78 eV.

Löwdin population analysis, charges in e, atoms 1 to 4:
1 P 0.36
2 H 0.02
3 C -0.24
4 H 0.12

---

Density functional theory data (ωB97M-V with the def2-TZVPD basis set) for a cluster of 12 separate species, C17H54N4O11 in total.

```
86
Properties=species:S:1:pos:R:3:forces:R:3
O 2.573 2.401 -1.617 -0.117 -0.112 0.001
H 6.351 -0.027 9.804 0.008 0.033 0.033
H 0.106 3.199 5.055 0.006 0.001 0.012
H 1.611 -2.448 0.865 -0.122 0.015 -0.032
H -7.794 3.912 -3.167 -0.002 -0.007 0.008
O 1.020 -3.112 -3.407 0.046 -0.063 0.041
H -2.631 2.686 4.573 0.000 0.004 -0.036
H 0.121 -1.776 0.204 0.012 0.192 -0.100
O 7.609 -1.295 8.857 -0.035 0.019 -0.028
O -6.030 4.679 -3.985 -0.014 0.030 -0.033
H -1.555 -0.272 3.535 0.085 -0.061 -0.006
C 1.886 -1.224 -0.761 -0.394 -0.087 0.418
H 0.898 1.562 1.703 -0.058 -0.002 -0.026
C 1.179 -0.436 1.551 -0.031 0.070 -0.057
H -1.212 3.856 6.037 0.009 0.005 0.005
H 4.289 -2.126 -7.042 0.007 -0.008 0.001
H 2.461 -0.697 -7.390 -0.024 -0.010 0.002
N 0.204 -0.720 2.595 0.054 0.129 -0.051
N 3.596 -0.524 2.629 0.124 0.017 0.050
H -1.906 0.556 0.667 0.083 -0.144 -0.095
H -8.263 -2.907 -3.419 -0.007 -0.003 0.006
H -1.854 -1.189 0.955 -0.096 -0.005 0.067
H 3.379 -3.292 -8.016 0.012 -0.002 -0.003
C 5.259 0.484 5.488 0.023 -0.030 0.107
H 4.286 -5.050 -0.256 0.009 -0.006 0.007
C -1.064 0.018 2.603 -0.192 -0.154 -0.042
C 7.422 -0.119 9.639 -0.039 -0.009 -0.063
H -6.418 4.137 -2.074 -0.007 0.002 0.008
C 1.153 -1.539 0.461 0.139 -0.182 0.215
O -4.417 0.683 -0.518 -0.114 0.048 -0.148
H 1.227 3.916 -1.661 0.004 0.007 -0.003
H 5.849 -0.283 7.183 0.054 0.039 0.020
N 0.931 0.867 0.964 0.145 0.055 0.031
H -2.156 3.200 -3.216 -0.005 -0.028 -0.003
H 3.997 -1.814 -8.770 0.004 -0.007 -0.006
H 4.847 1.441 5.177 -0.005 0.000 -0.009
H -3.057 -0.170 1.753 0.034 -0.055 -0.037
C -5.049 -0.027 -1.575 0.058 0.064 0.081
O 2.317 -4.365 -0.128 0.129 0.057 -0.119
H 1.540 -2.362 -3.097 -0.016 0.051 -0.047
C -6.959 4.569 -2.914 0.048 -0.019 -0.006
H 1.696 1.149 0.355 -0.028 -0.084 -0.024
H 4.546 -0.300 5.227 -0.005 0.004 -0.024
C 1.052 -3.115 -4.829 -0.005 -0.031 0.097
H -4.202 1.568 -0.835 0.137 0.064 0.140
H 0.492 2.305 -1.563 -0.049 0.042 -0.015
H -3.817 2.597 -3.076 -0.004 0.005 -0.019
C -7.252 -2.715 -3.051 0.019 0.034 -0.010
O 2.318 -1.636 -7.537 0.046 0.043 -0.035
H -3.539 4.330 -3.249 -0.030 -0.022 -0.025
H 2.069 -3.224 -5.212 -0.006 0.008 -0.026
H 2.652 1.494 -1.933 0.088 -0.047 -0.032
H -5.267 -1.026 -1.202 -0.006 -0.014 -0.030
H 1.167 2.887 -3.101 0.085 -0.006 -0.015
C -0.902 3.010 5.419 -0.016 -0.024 -0.034
H 0.619 -2.205 -5.247 0.010 -0.003 -0.023
H -0.883 2.105 6.032 0.012 -0.002 0.004
C -2.018 -0.217 1.425 0.012 0.272 0.092
O -3.121 3.484 -1.382 -0.072 -0.106 -0.120
H -7.348 5.545 -2.612 -0.001 0.001 0.009
H 3.059 -6.118 -0.981 -0.001 -0.010 0.004
H -6.480 5.061 -4.744 -0.001 -0.011 0.014
H -6.687 -3.651 -3.054 0.001 -0.005 0.010
O -1.733 2.857 4.275 0.000 0.051 0.049
O -6.599 -1.701 -3.800 -0.028 -0.032 -0.017
H -7.320 -2.356 -2.026 -0.008 -0.009 0.003
H -0.864 1.080 2.716 -0.022 -0.032 0.031
C 3.567 -2.232 -7.856 -0.038 -0.003 0.018
H 7.924 -0.190 10.606 -0.001 -0.008 -0.001
H 7.764 0.773 9.110 -0.005 0.015 0.022
N 2.420 -1.036 -1.756 0.307 0.287 -0.334
H 3.176 -5.962 0.780 0.010 -0.009 -0.002
H 8.549 -1.399 8.684 -0.020 -0.002 -0.027
H -6.526 -1.996 -4.711 0.019 0.021 0.010
H -4.400 -0.123 -2.449 -0.014 -0.026 -0.018
C -3.148 3.413 -2.808 0.052 0.059 0.053
H 6.189 0.312 4.941 -0.014 0.003 -0.040
C 2.539 -0.486 2.184 -0.091 -0.039 -0.084
H -5.987 0.442 -1.884 -0.014 -0.023 -0.019
H 2.379 -3.899 -0.970 -0.124 -0.085 -0.054
H 0.028 -1.715 2.650 0.111 0.016 0.044
C 1.299 2.889 -2.016 -0.077 -0.059 0.115
H 0.461 -3.966 -5.161 0.001 0.002 -0.013
H -2.533 4.200 -1.129 -0.026 -0.029 0.089
C 3.265 -5.426 -0.162 -0.047 0.016 0.053
O 5.483 0.560 6.892 0.030 -0.065 0.019
```
Positions in Å, forces in eV/Å.

As for the gap between HOMO and LUMO: 9.7 eV. Its SMILES is CCN[C@@](N)(C#N)CC#N.CO.CO.CO.CO.CO.CO.CO.CO.CO.CO.CO. The calculation puts the HOMO energy at -9.22 eV.

Löwdin population analysis, charges in e, atoms 1 to 4:
1 O -0.14
2 H 0.08
3 H 0.08
4 H 0.11